The following is a DFT calculation (wB97M-V/def2-TZVPD) of C2H8O3Rb as an isolated structure.

```
14
C2H8O3Rb wB97M-V/def2-TZVPD
Rb 3.05 -0.77 1.95
O 1.18 1.47 2.48
H 0.78 1.05 1.71
H 0.91 0.91 3.22
C -0.69 -0.39 -1.73
C -0.14 0.36 -0.54
O 0.48 -0.55 0.42
O -1.72 -1.28 -1.37
H 0.09 -1.00 -2.18
H -0.99 0.36 -2.47
H -0.93 0.88 0.02
H 0.61 1.05 -0.91
H -0.11 -1.31 0.49
H -2.50 -0.79 -1.08
```

The lowest unoccupied orbital energy is -3.84 eV. Its multiplicity is 1. The HOMO energy is -13.9 eV. The HOMO-LUMO gap comes out at 0.369 Ha. Its total charge is +1. Its energy above the lowest of the compared OMol25 structures with the same formula, charge and spin is 47.7 kJ/mol.